No. 1
{
  "formula": "C6H9P",
  "method": "ωB97M-V/def2-TZVPD",
  "elements": ["P", "C", "C", "C", "C", "C", "C", "H", "H", "H", "H", "H", "H", "H", "H", "H"],
  "xyz": [[-1.596, -0.410, -2.498], [-0.642, 0.470, 0.241], [-0.901, -1.825, -1.986], [0.415, 0.887, -0.471], [-1.206, 0.866, -1.190], [-1.030, -0.350, 1.465], [1.807, 0.834, -1.012], [2.491, 1.339, -0.263], [-0.105, -0.899, 1.746], [-1.314, 0.248, 2.291], [-0.917, -2.773, -2.499], [2.306, -0.153, -0.878], [-1.848, -1.055, 1.182], [-0.733, -1.845, -0.951], [-1.561, 1.891, -1.386], [2.009, 1.372, -1.974]],
  "nbo_charge": [0.696, 0.005, -0.893, 0.079, -0.612, -0.654, -0.692, 0.240, 0.224, 0.232, 0.229, 0.245, 0.233, 0.200, 0.221, 0.248],
  "total_charge": 0,
  "e_lumo_ev": 0.4525,
  "homo_energy_ev": -8.5,
  "de_lowest_kj_mol": 352.0,
  "smiles": "C=PC1C(C)=C1C"
}

No. 2
{
  "formula": "C30H63NO10P2",
  "method": "ωB97M-V/def2-TZVPD",
  "elements": ["P", "P", "O", "O", "O", "O", "O", "O", "O", "O", "O", "O", "N", "C", "C", "C", "C", "C", "C", "C", "C", "C", "C", "C", "C", "C", "C", "C", "C", "C", "C", "C", "C", "C", "C", "C", "C", "C", "C", "C", "C", "C", "C", "H", "H", "H", "H", "H", "H", "H", "H", "H", "H", "H", "H", "H", "H", "H", "H", "H", "H", "H", "H", "H", "H", "H", "H", "H", "H", "H", "H", "H", "H", "H", "H", "H", "H", "H", "H", "H", "H", "H", "H", "H", "H", "H", "H", "H", "H", "H", "H", "H", "H", "H", "H", "H", "H", "H", "H", "H", "H", "H", "H", "H", "H", "H"],
  "xyz": [[-4.227, 2.139, 1.660], [-5.717, -4.011, -0.414], [3.317, -0.039, -1.129], [-4.373, -0.666, 3.542], [-6.071, -5.339, 0.591], [0.482, -1.683, -4.270], [-3.557, 1.555, -4.096], [-4.566, -4.593, -1.549], [-2.711, -2.466, -0.651], [-6.913, -3.483, -1.200], [0.624, 3.242, -2.991], [8.030, -1.604, 3.492], [-4.125, 2.360, 3.262], [-3.188, 0.764, -1.125], [-6.636, -2.756, 3.989], [3.882, 0.079, -2.429], [-4.951, -2.556, 0.490], [1.641, 4.148, -2.585], [2.866, 0.494, 3.863], [-5.459, -2.013, 1.707], [3.760, 0.069, 5.126], [0.452, 1.803, 0.221], [-6.759, -2.590, 2.410], [8.348, -1.040, 2.225], [-4.139, 0.303, 1.250], [5.073, -2.196, 5.779], [2.859, -0.315, -3.477], [1.079, 1.516, 1.684], [-0.757, 0.712, 0.067], [7.660, -1.815, 1.118], [2.490, 2.224, 1.925], [-4.356, 3.830, -4.036], [-1.601, 0.913, -1.286], [2.931, 2.050, 3.481], [0.528, -2.337, -5.533], [-3.383, 2.850, -4.660], [-4.640, -0.776, 2.338], [1.914, 5.158, -3.682], [-3.653, -1.834, -0.130], [4.734, -1.133, 4.620], [-0.872, -2.690, -5.993], [-5.735, -3.627, 4.665], [-3.658, -0.233, 0.016], [2.234, 4.655, -4.599], [2.544, 3.577, -2.345], [-3.533, 2.786, -5.742], [-0.222, -0.303, -0.039], [1.117, 0.367, 1.769], [-1.362, -3.350, -5.272], [0.936, 2.794, -3.788], [3.139, -0.083, 2.903], [4.769, -0.559, -2.488], [2.529, -1.343, -3.326], [-1.414, 1.999, -1.624], [-5.685, -4.734, 4.423], [5.209, -3.209, 5.253], [-4.467, 1.280, -4.272], [-7.357, -2.163, 4.659], [4.332, 0.930, 5.594], [-5.453, 2.669, 1.129], [0.067, -2.290, -3.643], [-4.228, 4.830, -4.457], [2.305, 3.355, 1.803], [2.138, 2.576, 4.122], [4.242, -1.709, 3.770], [4.157, -2.264, 6.459], [4.194, 1.116, -2.569], [1.148, -3.235, -5.442], [1.006, -1.660, -6.245], [-3.669, 1.806, -1.057], [3.063, -0.412, 5.890], [-0.850, -3.187, -6.966], [-5.583, -5.240, 1.447], [-3.878, -5.015, -0.976], [8.016, 0.000, 2.226], [1.302, 4.652, -1.678], [1.006, 5.716, -3.924], [-1.360, 0.803, 1.027], [-3.292, 2.947, 3.414], [1.215, 1.739, -0.616], [8.334, -2.520, 3.488], [6.014, -1.860, 6.330], [7.974, -2.863, 1.127], [-4.208, 3.881, -2.954], [-7.150, -3.562, 1.969], [3.051, -0.960, -1.009], [2.691, 5.863, -3.379], [5.660, -0.616, 4.194], [-0.071, 2.819, 0.256], [-5.098, -3.185, 5.502], [3.276, -0.224, -4.484], [6.576, -1.805, 1.260], [-3.102, 2.801, 1.058], [0.367, 1.841, 2.531], [3.297, 1.892, 1.199], [3.954, 2.513, 3.661], [1.972, 0.318, -3.405], [1.771, 0.205, 4.070], [-3.571, 0.320, -2.115], [-1.488, -1.791, -6.071], [-1.182, 0.261, -2.132], [7.892, -1.388, 0.140], [9.435, -1.056, 2.096], [-7.589, -1.810, 2.234], [-2.353, 3.163, -4.473], [-5.389, 3.509, -4.202]],
  "lowdin_charge": [0.744, 0.639, -0.095, 0.076, -0.180, -0.116, -0.102, -0.178, 0.063, -0.312, -0.103, -0.097, -0.326, -0.162, -0.156, -0.315, -0.095, -0.327, -0.231, -0.071, -0.197, -0.193, -0.140, -0.323, -0.198, -0.129, -0.096, -0.233, -0.197, -0.094, -0.211, -0.089, -0.173, -0.210, -0.317, -0.309, -0.261, -0.092, -0.233, -0.263, -0.090, -0.019, -0.102, 0.073, 0.105, 0.109, 0.116, 0.103, 0.074, 0.080, 0.102, 0.106, 0.062, 0.101, 0.057, 0.071, 0.088, 0.111, 0.108, 0.005, 0.091, 0.075, 0.110, 0.110, 0.093, 0.066, 0.106, 0.110, 0.114, 0.094, 0.095, 0.074, 0.076, 0.074, 0.112, 0.113, 0.076, 0.096, -0.052, 0.097, 0.084, 0.075, 0.072, 0.069, 0.104, 0.084, 0.075, 0.094, 0.107, 0.073, 0.080, 0.072, 0.015, 0.122, 0.106, 0.105, 0.065, 0.112, 0.108, 0.076, 0.119, 0.072, 0.106, 0.137, 0.108, 0.074],
  "total_charge": 0,
  "e_lumo_ev": -1.3405,
  "homo_energy_ev": -8.4,
  "smiles": "C=CCC1=C(P(=O)(O)O)C(=O)C(CCCCCCCCCCC)=C([PH2]=N)C1=O.CCO.CCO.CCO.CCO.CCO"
}

No. 3
{
  "formula": "C15H30BBr2N6O2RuS3",
  "method": "ωB97M-V/def2-TZVPD",
  "elements": ["Ru", "Br", "Br", "S", "S", "S", "O", "O", "N", "N", "N", "N", "N", "N", "C", "C", "C", "C", "C", "C", "C", "C", "C", "C", "C", "C", "C", "C", "C", "B", "H", "H", "H", "H", "H", "H", "H", "H", "H", "H", "H", "H", "H", "H", "H", "H", "H", "H", "H", "H", "H", "H", "H", "H", "H", "H", "H", "H", "H", "H"],
  "xyz": [[-0.094, 0.300, -0.421], [-1.546, 2.567, -1.912], [-2.335, -0.470, -2.453], [-2.630, 1.064, 1.835], [-0.337, -2.086, 0.255], [0.965, 0.564, -2.682], [0.537, 1.420, 1.509], [-2.215, 0.742, 0.421], [3.383, -0.367, -1.863], [0.221, -3.716, -1.802], [0.493, 1.867, 3.710], [1.523, -0.043, 2.929], [3.479, 1.343, -3.247], [1.889, -2.351, -1.363], [4.691, -0.094, -2.115], [0.636, -2.701, -1.012], [-3.678, -0.385, 2.305], [2.039, -0.451, 4.219], [-3.989, 2.286, 1.593], [-2.868, 1.368, -2.667], [1.222, -4.010, -2.667], [0.858, 1.092, 2.673], [2.259, -3.168, -2.383], [4.757, 0.971, -2.970], [3.044, 2.488, -3.998], [-3.418, 3.651, 1.260], [2.657, 0.514, -2.572], [-1.063, -4.354, -1.715], [-3.642, -0.546, 3.810], [2.783, -1.243, -0.744], [-2.657, -0.863, 4.142], [0.829, 1.692, 4.641], [-4.620, 1.899, 0.792], [-1.855, -3.604, -1.751], [-2.955, 1.571, -3.732], [-4.558, 2.302, 2.523], [3.236, -3.110, -2.813], [2.593, -1.377, 4.092], [2.698, 3.264, -3.309], [5.603, 1.478, -3.389], [-2.911, 4.082, 2.119], [-1.139, -4.901, -0.775], [-1.175, -5.047, -2.544], [-2.713, 3.587, 0.433], [-3.885, 0.393, 4.302], [2.222, 2.210, -4.657], [2.715, 0.299, 4.629], [0.120, 2.780, 3.510], [1.782, -0.599, 2.123], [1.137, -4.779, -3.405], [5.486, -0.663, -1.676], [-4.220, 4.322, 0.968], [-3.813, 1.508, -2.146], [3.632, -1.709, -0.070], [3.864, 2.878, -4.596], [2.015, -0.486, -0.133], [-3.242, -1.241, 1.786], [1.236, -0.635, 4.932], [-4.361, -1.295, 4.134], [-4.688, -0.209, 1.936]],
  "mulliken_spin": [1.124, 0.008, -0.011, 0.004, -0.123, -0.015, -0.012, -0.007, -0.006, -0.006, 0.000, -0.004, 0.004, -0.016, 0.006, 0.019, 0.002, 0.000, -0.001, -0.001, -0.014, 0.011, -0.012, -0.007, 0.000, 0.000, -0.002, -0.001, 0.001, 0.059, 0.000, 0.000, 0.000, -0.001, 0.000, 0.000, -0.001, 0.000, 0.000, 0.000, 0.000, 0.002, 0.000, 0.000, 0.000, 0.000, 0.000, 0.000, -0.004, -0.001, -0.001, 0.000, 0.000, 0.001, 0.000, 0.003, 0.000, 0.000, 0.000, 0.000],
  "spin_multiplicity": 2,
  "total_charge": 2,
  "e_lumo_ev": [-7.9631, -7.2655],
  "homo_energy_ev": [-13.5, -13.6]
}

No. 4
{
  "formula": "C23H20N4O3S",
  "method": "ωB97M-V/def2-TZVPD",
  "elements": ["S", "O", "O", "O", "N", "N", "N", "N", "C", "C", "C", "C", "C", "C", "C", "C", "C", "C", "C", "C", "C", "C", "C", "C", "C", "C", "C", "C", "C", "C", "C", "H", "H", "H", "H", "H", "H", "H", "H", "H", "H", "H", "H", "H", "H", "H", "H", "H", "H", "H", "H"],
  "xyz": [[3.103, 0.754, -1.817], [-1.587, 1.203, 2.687], [-3.263, 3.526, 0.215], [-1.867, 4.285, 1.662], [1.051, -1.090, -1.602], [1.477, -2.364, -3.331], [-2.138, 3.758, 0.604], [2.374, -1.375, -3.334], [0.923, -3.808, 0.149], [0.685, -2.206, -2.305], [1.059, 2.582, -1.862], [-0.288, -3.398, -0.397], [0.490, 0.327, 1.760], [-0.385, -3.148, -1.881], [-1.045, 3.378, -0.252], [-0.251, 2.476, -2.319], [-0.935, 1.593, 3.873], [-1.578, 0.339, 0.529], [0.259, 3.502, 0.214], [1.302, 3.102, -0.591], [-0.868, 0.627, 1.698], [1.053, -3.984, 1.514], [-0.942, -0.220, -0.553], [2.209, 2.114, -2.687], [0.415, -0.522, -0.483], [2.136, -0.617, -2.303], [-1.241, -3.365, 1.811], [-1.305, 2.873, -1.519], [-0.028, -3.756, 2.349], [1.125, -0.249, 0.675], [-1.370, -3.188, 0.444], [2.960, 2.896, -2.802], [-0.236, -4.071, -2.445], [-0.521, 0.730, 4.404], [-1.371, -2.752, -2.136], [-2.628, 0.579, 0.495], [2.000, -4.299, 1.927], [-1.702, 2.064, 4.485], [1.064, 0.532, 2.649], [-2.090, -3.191, 2.455], [-1.490, -0.414, -1.463], [-2.327, 2.795, -1.856], [0.431, 3.907, 1.199], [-2.320, -2.878, 0.032], [2.319, 3.173, -0.239], [1.767, -3.983, -0.503], [-0.444, 2.080, -3.305], [0.074, -3.888, 3.416], [-0.142, 2.318, 3.672], [2.176, -0.488, 0.728], [1.912, 1.741, -3.665]],
  "nbo_charge": [0.253, -0.491, -0.381, -0.381, -0.410, -0.288, 0.519, -0.262, -0.176, 0.351, 0.004, -0.030, -0.307, -0.469, 0.070, -0.218, -0.251, -0.259, -0.193, -0.201, 0.321, -0.219, -0.211, -0.530, 0.177, 0.130, -0.205, -0.188, -0.216, -0.181, -0.202, 0.241, 0.258, 0.176, 0.226, 0.236, 0.214, 0.209, 0.225, 0.215, 0.222, 0.248, 0.246, 0.210, 0.222, 0.211, 0.222, 0.213, 0.178, 0.229, 0.243],
  "total_charge": 0,
  "e_lumo_ev": -0.6590,
  "homo_energy_ev": -8.6,
  "de_lowest_kj_mol": 431.5,
  "smiles": "COc1ccc(-n2c(Cc3ccccc3)nnc2SCc2ccc([N+](=O)[O-])cc2)cc1"
}

No. 5
{
  "formula": "C32H75ClN10O10",
  "method": "ωB97M-V/def2-TZVPD",
  "elements": ["Cl", "O", "O", "O", "O", "O", "O", "O", "O", "O", "O", "N", "N", "N", "N", "N", "N", "N", "N", "N", "N", "C", "C", "C", "C", "C", "C", "C", "C", "C", "C", "C", "C", "C", "C", "C", "C", "C", "C", "C", "C", "C", "C", "C", "C", "C", "C", "C", "C", "C", "C", "C", "C", "H", "H", "H", "H", "H", "H", "H", "H", "H", "H", "H", "H", "H", "H", "H", "H", "H", "H", "H", "H", "H", "H", "H", "H", "H", "H", "H", "H", "H", "H", "H", "H", "H", "H", "H", "H", "H", "H", "H", "H", "H", "H", "H", "H", "H", "H", "H", "H", "H", "H", "H", "H", "H", "H", "H", "H", "H", "H", "H", "H", "H", "H", "H", "H", "H", "H", "H", "H", "H", "H", "H", "H", "H", "H", "H"],
  "xyz": [[-0.658, -1.502, -2.980], [3.662, 2.549, -4.853], [2.345, -4.601, -2.748], [-0.935, -7.640, 4.389], [-0.564, -3.840, 1.466], [4.383, 6.158, 8.501], [-6.655, -1.918, -5.780], [1.845, 0.874, -0.380], [4.779, 4.689, 2.041], [-1.908, 3.895, -2.525], [-4.677, 2.643, -1.132], [-8.541, -2.090, -4.587], [-4.935, -0.757, -2.931], [4.533, 5.127, 4.221], [4.809, 4.469, -4.819], [0.795, -4.506, 3.112], [2.713, 5.303, 9.721], [3.024, 2.778, -0.365], [-1.831, 1.573, -2.932], [3.020, -5.321, -4.755], [-2.654, -6.963, 5.650], [5.028, 4.913, 10.438], [3.380, 1.188, -2.192], [-2.031, -7.102, 4.448], [2.615, -4.336, -3.908], [2.519, -2.936, -4.457], [5.195, 2.887, -6.655], [1.568, -4.683, 0.785], [-9.959, -2.299, -4.362], [-8.641, -2.398, -7.020], [-1.296, -0.451, -1.622], [-2.631, 2.651, -2.452], [3.560, 3.067, 3.320], [-3.944, -6.361, 5.930], [5.759, 5.460, -5.287], [-7.860, -2.117, -5.763], [4.492, 3.273, -5.380], [-0.868, 1.019, -1.978], [2.688, 1.585, -0.918], [-2.734, -6.580, 3.223], [2.104, 4.568, 10.814], [-3.244, 2.516, -1.024], [3.383, -5.212, -6.155], [2.001, -5.045, 3.707], [4.033, 5.509, 9.475], [4.334, 4.346, 3.131], [-5.327, 0.288, -0.689], [-5.812, 0.144, -2.159], [3.985, 3.752, -0.842], [4.093, 4.900, 5.587], [-5.321, 1.770, -0.212], [0.516, -4.309, 1.796], [-0.722, -0.958, -0.270], [-4.590, -7.106, 6.400], [4.299, 4.661, -3.971], [2.419, -4.297, 4.384], [-3.686, -7.094, 3.086], [4.462, 3.430, -1.764], [-10.090, -3.146, -3.686], [-4.878, 1.834, 0.797], [2.476, -4.102, 0.949], [-4.103, -0.276, -3.238], [6.272, 2.823, -6.491], [4.930, 3.827, 10.461], [-7.961, -2.386, -7.868], [0.112, 0.945, -2.473], [3.459, 5.731, 5.896], [2.523, 2.982, 0.483], [2.552, 3.282, 3.679], [-6.809, -0.325, -2.141], [3.486, 2.549, 2.369], [-9.109, -3.382, -6.964], [3.009, 0.216, -2.510], [4.074, 2.415, 4.027], [2.742, -5.308, 2.960], [-2.595, 4.544, -2.404], [1.501, 3.756, 10.404], [-6.362, 2.123, -0.149], [-5.908, 1.115, -2.669], [3.539, 3.971, 5.682], [2.185, -2.267, -3.669], [-6.026, -0.270, -0.050], [-2.961, 1.620, -0.459], [6.246, 5.148, -6.205], [-5.452, -1.082, -3.742], [2.724, -5.852, -6.745], [-1.504, -1.107, 0.490], [4.980, 3.611, -7.442], [-2.389, -0.540, -1.677], [3.300, -4.191, -6.511], [6.516, 5.619, -4.516], [3.174, 1.917, -2.983], [-2.895, -5.504, 3.311], [-2.339, 0.880, -3.448], [-3.484, 2.765, -3.147], [5.235, 6.401, -5.462], [-4.308, -0.098, -0.546], [0.047, -0.237, 0.059], [1.451, 5.240, 11.375], [0.044, -4.231, 3.724], [-9.402, -1.632, -7.174], [4.456, 1.113, -2.028], [-10.487, -2.498, -5.288], [-0.274, -1.941, -0.457], [-10.380, -1.408, -3.893], [4.879, 5.322, 11.438], [-4.421, -5.996, 5.026], [-3.806, -5.529, 6.623], [1.736, -5.934, 4.284], [-7.955, -1.898, -3.790], [4.412, -5.555, -6.284], [6.032, 5.163, 10.108], [-2.115, -6.763, 2.349], [2.108, 5.731, 9.038], [-2.919, 3.401, -0.442], [3.497, -2.599, -4.807], [4.966, 4.868, 6.238], [-2.124, -7.335, 6.421], [4.836, 1.913, -6.975], [1.796, -2.896, -5.274], [1.198, -4.468, -0.214], [5.058, 5.964, 4.023], [-0.718, 1.630, -1.080], [3.061, -6.229, -4.321], [4.742, 3.903, -0.075], [3.467, 4.698, -1.014], [1.792, -5.750, 0.848], [2.850, 4.154, 11.484]],
  "lowdin_charge": [0.593, 0.023, 0.029, 0.020, 0.015, 0.020, 0.033, 0.006, 0.013, -0.025, -0.166, 0.008, 0.014, 0.011, 0.011, 0.006, 0.006, 0.021, -0.004, 0.001, 0.000, -0.010, -0.004, -0.557, -0.547, -0.017, -0.008, -0.003, -0.076, -0.011, -0.644, -0.379, -0.002, -0.080, -0.074, -0.549, -0.533, -0.243, -0.526, -0.008, -0.076, -0.127, -0.082, -0.077, -0.549, -0.537, -0.151, -0.264, -0.075, -0.079, -0.233, -0.546, -0.108, 0.081, 0.131, 0.079, 0.084, 0.063, 0.083, 0.120, 0.088, 0.036, 0.085, 0.085, 0.083, 0.092, 0.080, 0.119, 0.089, 0.095, 0.064, 0.085, 0.080, 0.088, 0.073, 0.074, 0.083, 0.121, 0.107, 0.073, 0.050, 0.107, 0.111, 0.072, 0.034, 0.081, 0.074, 0.085, 0.056, 0.071, 0.084, 0.052, 0.085, 0.084, 0.152, 0.084, 0.088, 0.049, 0.084, 0.132, 0.084, 0.090, 0.072, 0.043, 0.083, 0.085, 0.073, 0.081, 0.078, 0.125, 0.080, 0.083, 0.084, 0.139, 0.130, 0.085, 0.077, 0.136, 0.083, 0.086, 0.072, 0.140, 0.121, 0.136, 0.057, 0.087, 0.087, 0.072],
  "total_charge": 0,
  "e_lumo_ev": 0.5576,
  "homo_energy_ev": -8.0,
  "de_lowest_kj_mol": 0.0,
  "smiles": "C[C@H](Cl)CN[C@H](O)COCCCN.CNC(C)=O.CNC(C)=O.CNC(C)=O.CNC(C)=O.CNC(C)=O.CNC(C)=O.CNC(C)=O.CNC(C)=O"
}

No. 6
{
  "formula": "C4H3N5",
  "method": "ωB97M-V/def2-TZVPD",
  "elements": ["N", "N", "N", "N", "N", "C", "C", "C", "C", "H", "H", "H"],
  "xyz": [[0.849, -2.472, 0.549], [1.288, 0.870, 0.111], [-4.050, -0.577, 0.054], [-0.931, 0.584, 0.768], [0.248, 1.144, 0.787], [1.883, -0.242, -0.148], [-2.922, -0.376, -0.060], [1.364, -1.498, 0.220], [-1.555, -0.155, -0.144], [2.822, -0.181, -0.677], [-1.001, -0.585, -0.965], [-1.531, 0.990, 1.491]],
  "nbo_charge": [-0.272, -0.151, -0.271, -0.184, -0.119, -0.115, 0.196, 0.193, -0.184, 0.231, 0.245, 0.431],
  "total_charge": 0,
  "e_lumo_ev": [-1.4017, -1.3817],
  "homo_energy_ev": [-8.7, -8.7],
  "de_lowest_kj_mol": 233.5
}